The following is a quantum chemistry calculation of the molecule C21H26N2O5S in a non-equilibrium geometry, from OMol25.

The geometry in XYZ format:
```
55
Properties=species:S:1:pos:R:3:forces:R:3:mulliken_charge:R:1
O 1.2449 -0.1384 1.9634 -0.09 0.15 0.33 -0.622
C 1.5996 -0.7420 0.9796 0.60 -0.06 -0.39 0.809
C 3.0881 -0.8650 0.5972 -0.08 -0.28 0.36 -0.934
O 3.4382 -0.0710 -0.5363 0.11 0.33 0.13 -0.285
C 3.2234 -0.5617 -1.7568 -0.16 0.05 -0.35 0.202
O 2.6519 -1.6073 -1.9661 0.07 -0.06 0.03 -0.735
C 3.8019 0.3476 -2.8060 -0.12 0.00 0.11 0.196
C 3.4325 -0.0498 -4.2441 -0.25 -0.08 -0.09 -1.229
C 4.8107 -0.3176 -4.8952 0.00 0.05 -0.25 -0.179
C 5.3444 -1.5533 -4.2174 0.14 0.00 -0.14 -0.588
C 5.6715 -1.2185 -2.9765 0.31 -0.01 0.06 -0.557
C 5.3615 0.2473 -2.8072 0.12 0.18 0.18 -0.346
C 5.6627 0.7615 -4.2173 0.09 0.06 -0.06 -0.750
N 0.7914 -1.3833 0.1001 -0.04 -0.33 -0.37 0.043
C -0.6027 -1.4525 0.1148 -0.45 0.08 0.06 0.354
C -1.2451 -1.8765 -1.0490 0.09 0.06 0.15 -0.496
C -2.6240 -1.9648 -1.0996 -0.03 0.03 0.14 -0.948
C -3.3824 -1.6263 0.0098 -0.17 -0.06 -0.06 -0.618
C -2.7370 -1.2216 1.1615 -0.18 0.06 0.30 -0.121
S -3.7379 -0.7643 2.5760 0.05 0.13 -0.57 1.376
O -2.9293 -0.8314 3.7611 0.21 0.15 -0.19 -0.667
O -4.9523 -1.5275 2.5451 -0.11 0.11 -0.20 -0.788
N -4.1207 0.8087 2.1353 0.11 -1.00 0.11 0.117
C -3.0778 1.7779 2.4041 0.57 0.18 0.25 -0.797
C -3.0749 2.2425 3.8605 -0.09 0.16 -0.13 -0.516
C -4.4573 2.7663 4.2425 0.07 -0.22 0.14 -0.782
C -5.5039 1.6865 3.9767 0.00 0.24 -0.22 -0.407
C -5.4451 1.2611 2.5105 -0.62 -0.22 0.33 -1.006
C -1.3626 -1.1331 1.2382 0.17 0.01 0.23 -0.187
H 3.6897 -0.4770 1.4204 -0.19 -0.08 -0.12 0.353
H 3.3320 -1.9152 0.4008 0.02 0.15 0.03 0.389
H 3.5090 1.3706 -2.5625 -0.02 -0.04 0.00 0.725
H 2.8045 -0.9398 -4.2563 -0.04 0.08 -0.04 0.417
H 2.9115 0.7574 -4.7568 -0.04 0.04 0.01 0.357
H 4.7937 -0.3351 -5.9815 0.01 0.01 -0.02 0.477
H 5.3701 -2.5259 -4.6718 -0.03 -0.27 -0.01 0.438
H 6.0302 -1.8525 -2.1867 0.00 -0.23 0.14 0.463
H 5.8302 0.7510 -1.9664 0.01 0.01 0.00 0.502
H 5.3105 1.7755 -4.3984 -0.09 0.11 -0.01 0.335
H 6.7190 0.6868 -4.4701 0.03 -0.01 0.02 0.339
H 1.2397 -1.7810 -0.7256 0.04 0.15 0.32 0.127
H -0.6511 -2.1381 -1.9132 0.06 -0.01 -0.10 0.457
H -3.1064 -2.2970 -2.0061 -0.05 -0.03 -0.07 0.384
H -4.4580 -1.6870 0.0099 -0.15 -0.03 -0.11 0.502
H -3.2428 2.6295 1.7336 0.05 -0.09 -0.01 0.443
H -2.1252 1.3127 2.1480 0.10 0.21 -0.08 0.223
H -2.3181 3.0173 3.9927 0.05 -0.02 0.01 0.404
H -2.8173 1.3911 4.4912 0.07 0.09 0.04 0.307
H -4.6916 3.6536 3.6471 -0.03 0.09 0.02 0.299
H -4.4712 3.0532 5.2955 -0.02 0.09 -0.03 0.372
H -6.5047 2.0513 4.2143 -0.03 -0.06 0.03 0.372
H -5.2944 0.8127 4.5971 -0.08 -0.03 0.09 0.293
H -5.7084 2.0993 1.8560 0.04 -0.07 -0.01 0.400
H -6.1235 0.4293 2.3205 -0.14 0.22 -0.05 0.439
H -0.8969 -0.8362 2.1632 0.09 0.02 0.01 0.646
```
Positions in Å, forces in eV/Å.

The energy relative to the best compared isomer or geometry (same formula, charge and spin) comes out at 60.6 kcal/mol. For the energy, the calculation gives -1699.726973 hartree. The LUMO energy comes out at 0.6 eV. Its SMILES is O=C(COC(=O)[C@@H]1C[C@@H]2C=C[C@H]1C2)Nc1cccc(S(=O)(=O)N2CCCCC2)c1. Its spin multiplicity is 1. The calculation puts the HOMO-LUMO gap at 9.3 eV. As for the charge: 0.

The following is a quantum chemistry calculation of the molecule C22H33N3O4, from OMol25.

The geometry in XYZ format:
```
62
Properties=species:S:1:pos:R:3:forces:R:3:mulliken_charge:R:1
C 8.2973 2.4707 -3.6756 0.02 0.01 0.03 -0.682
O 7.1125 1.8297 -4.0822 -0.05 -0.14 -0.02 -0.359
C 5.9563 2.6245 -3.9853 -0.15 -0.02 0.06 -0.530
C 5.5029 2.8829 -2.5368 0.12 0.10 -0.21 -0.724
C 4.1116 3.4884 -2.5452 0.38 -0.06 0.08 0.551
O 3.9516 4.6946 -2.5952 0.13 0.37 -0.06 -0.676
N 3.0631 2.6326 -2.5329 -0.36 -0.09 -0.05 0.262
C 3.1647 1.1890 -2.4197 0.15 -0.37 0.02 -0.729
C 1.8398 0.5392 -2.8028 -0.02 0.04 0.33 -1.557
C 0.7282 0.9487 -1.8301 -0.06 0.21 -0.36 0.304
O 0.8659 0.0978 -0.7018 0.03 -0.21 0.17 -0.388
C -0.1176 0.0286 0.2341 -0.03 -0.11 0.24 0.635
C -1.3514 0.6670 0.1661 0.19 0.07 -0.29 -0.049
C -2.2701 0.5006 1.1867 -0.01 -0.17 0.26 -1.073
C -1.9939 -0.3131 2.2770 0.05 0.22 -0.16 0.117
C -3.0059 -0.4150 3.3688 0.14 0.02 0.02 0.298
O -3.5408 0.5749 3.8394 -0.12 0.24 -0.07 -0.686
N -3.2790 -1.6603 3.8215 -0.12 -0.07 0.09 0.108
C -4.3134 -1.8675 4.8183 -0.20 0.24 0.41 -0.879
C -5.0855 -3.1160 4.3685 0.20 0.00 -0.03 -0.992
C -4.3448 -3.6540 3.1273 0.05 -0.06 0.16 -0.158
N -5.1271 -3.4653 1.9205 -0.09 -0.09 -0.08 -0.017
C -5.3044 -2.0891 1.5031 -0.07 -0.11 -0.03 -1.008
C -4.6880 -4.2906 0.8174 -0.02 0.04 0.07 -1.011
C -2.9870 -2.9119 3.1683 0.00 -0.47 -0.26 -0.868
C -0.7533 -0.9420 2.3485 -0.11 0.12 -0.10 -0.075
C 0.1717 -0.7723 1.3421 0.10 0.07 -0.16 -0.781
C 0.8861 2.4309 -1.4380 -0.05 -0.11 -0.16 -0.491
C 1.7226 3.1854 -2.4632 -0.23 0.34 0.12 -1.253
H 8.3146 2.6513 -2.5955 0.03 0.01 -0.02 0.278
H 8.4284 3.4256 -4.1979 0.02 0.00 0.01 0.314
H 9.1127 1.7993 -3.9379 0.05 0.08 0.05 0.255
H 6.1055 3.5891 -4.4910 -0.05 -0.08 0.02 0.327
H 5.1876 2.0668 -4.5280 0.00 0.11 0.03 0.352
H 5.5466 1.9563 -1.9663 0.03 -0.05 -0.02 0.338
H 6.1663 3.6161 -2.0761 -0.12 -0.05 0.05 0.462
H 3.4094 0.9006 -1.3888 0.07 -0.06 -0.11 0.278
H 3.9490 0.8159 -3.0813 0.00 -0.01 0.12 0.659
H 1.5671 0.8225 -3.8190 -0.02 -0.01 -0.04 0.456
H 1.9492 -0.5449 -2.7651 -0.03 0.01 -0.07 0.446
H -0.2458 0.7685 -2.3065 0.11 0.00 0.09 0.414
H -1.6084 1.2996 -0.6683 0.02 0.06 -0.09 0.345
H -3.2209 1.0105 1.1432 -0.07 0.07 0.01 0.478
H -4.9289 -0.9672 4.8717 0.08 -0.12 0.05 0.390
H -3.8472 -2.0210 5.7975 -0.09 0.06 -0.02 0.384
H -5.0954 -3.8656 5.1575 -0.05 -0.01 0.01 0.276
H -6.1169 -2.8881 4.1090 -0.02 -0.03 0.00 0.365
H -4.1838 -4.7315 3.2176 0.03 0.08 -0.01 0.648
H -4.4031 -1.6544 1.0452 0.04 0.05 0.00 0.271
H -5.5947 -1.4727 2.3491 -0.05 0.13 0.06 0.266
H -6.1070 -2.0574 0.7654 0.01 0.10 -0.04 0.456
H -3.6990 -4.0063 0.4242 0.04 0.01 -0.04 0.302
H -4.6503 -5.3318 1.1346 0.02 -0.06 -0.04 0.361
H -5.4128 -4.2031 0.0089 0.03 -0.03 -0.10 0.335
H -2.2695 -3.4869 3.7661 0.03 -0.02 -0.09 0.266
H -2.5707 -2.7574 2.1734 0.01 -0.05 0.07 0.526
H -0.5047 -1.5483 3.2067 0.02 -0.10 0.07 0.431
H 1.1378 -1.2501 1.3881 0.12 -0.04 0.01 0.451
H -0.0829 2.9190 -1.3365 0.01 0.02 0.06 0.514
H 1.3856 2.4761 -0.4678 -0.02 0.01 0.03 0.264
H 1.8258 4.2359 -2.1816 -0.08 -0.18 -0.12 0.544
H 1.2442 3.1451 -3.4491 0.00 0.10 0.05 0.262
```
Positions in Å, forces in eV/Å.

The energy relative to the best compared isomer or geometry (same formula, charge and spin) comes out at 45.6 kcal/mol. For the energy, the calculation gives -1323.336405 hartree. The LUMO energy comes out at 0.6 eV. Its SMILES is COCCC(=O)N1CCC(Oc2ccc(C(=O)N3CC[C@@H](N(C)C)C3)cc2)CC1. Its spin multiplicity is 1. The calculation puts the HOMO-LUMO gap at 9.0 eV. As for the charge: 0.

> Which of these has the highest energy relative to the best compared isomer or geometry (same formula, charge and spin)?

C21H26N2O5S

> Which value of LUMO does entry 1 give?

0.6 eV